1.
The following is a quantum chemistry calculation of one molecule with the formula BrH2NOS at a distorted geometry, from OMol25.

Structure (ORCA input):
```
! wB97M-V def2-TZVPD RIJCOSX def2/J DEFGRID3
* xyz 0 1
N 1.046 0.782 -0.336
S -0.056 -0.150 0.167
O 0.123 -1.799 0.020
Br -2.276 0.560 0.071
H 1.197 0.811 -1.375
H -0.034 -0.205 1.453
*
```

The calculated total energy is -3103.266532 hartree. Its energy above the lowest of the compared OMol25 structures with the same formula, charge and spin is 65.96 kcal/mol. The calculation puts the HOMO-LUMO gap at 8.7 eV. For the LUMO energy, the calculation gives -1.88 eV. The calculation puts the HOMO energy at -10.6 eV. Its SMILES is N=[S@H](=O)Br.

Mulliken analysis output, partial charges in e: number 1, N, carries -0.4435; number 2, S, carries 0.4961; number 3, O, carries -0.5080; number 4, Br, carries -0.0827; number 5, H, carries 0.2896; number 6, H, carries 0.2485

2.
The following is a quantum chemistry calculation of C53H43AsBrF6N4O6PV as an isolated structure at a distorted geometry, from OMol25.

Structure (ORCA input):
```
! wB97M-V def2-TZVPD RIJCOSX def2/J DEFGRID3
* xyz 0 2
V -0.254 0.347 1.836
O -1.541 5.524 0.796
C -0.812 5.074 -0.237
C -0.572 5.952 -1.290
C 0.184 5.555 -2.376
C 0.740 4.275 -2.439
C 0.502 3.388 -1.417
C -0.288 3.769 -0.318
C -0.520 2.789 0.701
O -0.161 1.538 0.551
N -1.107 3.094 1.847
N -1.105 1.974 2.609
C -1.478 2.058 3.836
C -1.204 0.891 4.635
C -1.430 0.817 5.999
C -0.944 -0.277 6.692
C -0.233 -1.243 6.001
C -0.096 -1.122 4.627
N -0.608 -0.104 3.942
H -1.589 4.826 1.477
H -0.981 6.952 -1.220
H 0.361 6.259 -3.179
H 1.359 3.987 -3.278
H 0.933 2.390 -1.419
H -1.830 2.998 4.242
H -1.948 1.624 6.498
H -1.098 -0.363 7.759
H 0.219 -2.081 6.510
H 0.449 -1.869 4.070
Br -1.347 -5.636 0.958
C 0.365 -5.038 1.504
C 1.348 -6.011 1.597
C 2.645 -5.665 1.941
C 2.970 -4.339 2.182
C 1.988 -3.371 2.094
C 0.668 -3.700 1.768
C -0.330 -2.586 1.754
O -1.530 -2.747 1.648
O 0.216 -1.400 1.892
H 1.090 -7.040 1.393
H 3.405 -6.432 2.010
H 3.983 -4.060 2.437
H 2.236 -2.334 2.279
C -6.150 -1.101 3.482
C -5.187 -0.163 3.823
C -4.080 0.015 3.007
C -3.913 -0.731 1.844
C -4.864 -1.698 1.534
C -5.979 -1.871 2.342
As -2.370 -0.395 0.678
C -2.952 1.268 -0.195
C -3.804 2.198 0.389
C -4.147 3.359 -0.294
C -3.650 3.591 -1.567
C -2.794 2.668 -2.154
C -2.439 1.519 -1.469
C -2.906 -1.526 -0.844
C -2.234 -2.661 -1.265
C -2.686 -3.378 -2.363
C -3.826 -2.979 -3.040
C -4.524 -1.861 -2.604
C -4.066 -1.138 -1.515
H -7.022 -1.238 4.108
H -5.299 0.433 4.720
H -3.343 0.755 3.276
H -4.735 -2.325 0.663
H -6.719 -2.614 2.076
H -4.225 2.012 1.369
H -4.806 4.081 0.170
H -3.921 4.493 -2.099
H -2.395 2.850 -3.144
H -1.759 0.802 -1.916
H -1.358 -2.978 -0.737
H -2.139 -4.253 -2.691
H -4.178 -3.539 -3.896
H -5.424 -1.544 -3.116
H -4.622 -0.270 -1.187
C 3.658 1.647 -6.327
C 4.203 1.643 -4.919
C 5.012 2.701 -4.523
C 5.501 2.765 -3.228
C 5.184 1.771 -2.327
C 4.363 0.697 -2.699
N 4.025 -0.183 -1.682
C 3.476 -1.479 -1.730
C 4.283 -2.528 -2.167
C 3.828 -3.836 -2.158
C 2.560 -4.122 -1.679
C 1.748 -3.085 -1.245
C 2.172 -1.762 -1.289
C 1.184 -0.627 -0.960
O 1.592 0.525 -1.079
O 0.000 -0.986 -0.619
C 3.868 0.624 -4.017
C 2.913 -0.472 -4.421
H 3.998 2.536 -6.858
H 2.566 1.653 -6.331
H 3.988 0.771 -6.889
H 5.243 3.489 -5.230
H 6.122 3.597 -2.921
H 5.546 1.820 -1.307
H 4.076 0.221 -0.760
H 5.286 -2.299 -2.506
H 4.469 -4.635 -2.510
H 2.194 -5.142 -1.652
H 0.755 -3.291 -0.884
H 3.387 -1.454 -4.418
H 2.510 -0.301 -5.416
H 2.073 -0.507 -3.725
F 2.317 0.056 1.868
P 2.914 1.426 2.593
F 1.467 1.470 3.433
F 3.397 2.740 3.350
F 3.511 0.492 3.755
F 4.255 1.305 1.735
F 2.214 2.314 1.452
*
```

The calculated total energy is -9410.553509 hartree. Its energy above the lowest of the compared OMol25 structures with the same formula, charge and spin is 31.52 kcal/mol. The calculation puts the HOMO-LUMO gap (spin up / spin down) at 3.9 / 4.0 eV. For the LUMO energy (spin up / spin down), the calculation gives -2.64 / -2.53 eV. The calculation puts the HOMO energy (spin up / spin down) at -6.6 / -6.6 eV.

Results of the Mulliken charge analysis, in e, for atoms 1 through 8: number 1, V, carries 0.0962; number 2, O, carries -0.7121; number 3, C, carries -0.2293; number 4, C, carries -0.6855; number 5, C, carries -0.6259; number 6, C, carries -1.1031; number 7, C, carries 0.0747; number 8, C, carries 0.2073

3.
The following is a quantum chemistry calculation of one molecule with the formula C5H14N4 at a distorted geometry, from OMol25.

Structure (ORCA input):
```
! wB97M-V def2-TZVPD RIJCOSX def2/J DEFGRID3
* xyz 0 1
H -3.798 0.281 -0.390
N -2.951 -0.269 -0.492
C -1.886 0.349 -0.196
C -1.788 1.760 0.331
N -0.625 -0.203 -0.713
N -0.752 -1.297 -1.581
C 0.008 -0.575 0.528
N 1.578 -0.731 0.429
C 2.097 -0.462 -0.887
C 2.290 -0.021 1.466
H -0.779 2.148 0.221
H -2.054 1.785 1.392
H -2.485 2.404 -0.212
H -1.279 -2.067 -1.162
H -1.287 -0.989 -2.388
H -0.103 0.157 1.325
H -0.306 -1.586 0.825
H 1.762 0.523 -1.261
H 1.700 -1.201 -1.582
H 3.188 -0.478 -0.893
H 2.242 1.076 1.356
H 1.885 -0.293 2.441
H 3.344 -0.310 1.445
*
```

The calculated total energy is -417.849012 hartree. Its energy above the lowest of the compared OMol25 structures with the same formula, charge and spin is 49.88 kcal/mol. The calculation puts the HOMO-LUMO gap at 8.9 eV. For the LUMO energy, the calculation gives 0.89 eV. The calculation puts the HOMO energy at -8.0 eV. Its SMILES is [H]/N=C(\C)N(N)CN(C)C.

Results of the Mulliken charge analysis, in e, for atoms 1 through 8: number 1, H, carries 0.2598; number 2, N, carries -0.6861; number 3, C, carries 0.7650; number 4, C, carries -1.3041; number 5, N, carries 0.1637; number 6, N, carries -0.6803; number 7, C, carries -0.7072; number 8, N, carries -0.0604

4.
The following is a quantum chemistry calculation of one molecule with the formula C6H14O, from OMol25.

Structure (ORCA input):
```
! wB97M-V def2-TZVPD RIJCOSX def2/J DEFGRID3
* xyz 0 1
C -2.628 0.581 -0.621
C -2.282 -0.510 0.407
C -0.924 -1.187 0.154
C 0.271 -0.596 0.936
C 1.312 -0.061 -0.028
O 2.425 0.465 0.648
C 3.311 1.044 -0.273
H -3.667 0.908 -0.492
H -2.531 0.213 -1.653
H -1.989 1.469 -0.531
H -2.302 -0.073 1.414
H -3.075 -1.266 0.383
H -0.985 -2.267 0.322
H -0.753 -1.069 -0.921
H 0.738 -1.343 1.590
H -0.058 0.221 1.591
H 1.636 -0.866 -0.713
H 0.848 0.725 -0.650
H 3.667 0.304 -1.008
H 4.166 1.445 0.274
H 2.821 1.862 -0.827
*
```

The calculated total energy is -312.219737 hartree. Its energy above the lowest of the compared OMol25 structures with the same formula, charge and spin is 22.15 kcal/mol. The calculation puts the HOMO-LUMO gap at 10.9 eV. For the LUMO energy, the calculation gives 1.11 eV. The calculation puts the HOMO energy at -9.8 eV. Its SMILES is CCCCCOC.

Results of the Mulliken charge analysis, in e, for atoms 1 through 8: number 1, C, carries -1.1898; number 2, C, carries -0.4488; number 3, C, carries -0.6704; number 4, C, carries -0.4431; number 5, C, carries -0.6091; number 6, O, carries -0.3295; number 7, C, carries -0.7026; number 8, H, carries 0.3691